Formula: C4H13N2O2
Source: the OMol25 dataset
Level of theory: the ωB97M-V functional and the def2-TZVPD basis

The geometry in XYZ format:
```
21
Properties=species:S:1:pos:R:3
N -0.4891 -1.3656 0.1936
C 0.6726 -1.3476 1.1560
C 1.3463 -0.0184 1.0569
N 1.7344 0.2699 -0.2909
C 1.3965 1.6117 -0.7282
C -0.0174 1.7061 -1.2453
O -0.7743 0.7687 -1.3242
H -0.1594 -1.7130 -0.7035
H -0.8676 -0.4384 -0.0157
H -1.2906 -1.8689 0.5629
H 0.3179 -1.5256 2.1628
H 1.3051 -2.1733 0.8456
H 2.1521 0.0443 1.7858
H 0.7577 0.7701 1.5588
H 2.7344 0.1313 -0.4802
H 1.5208 2.3498 0.0503
H 2.0433 1.8811 -1.5552
H -0.2760 2.7289 -1.5479
H -3.6570 -1.0128 1.7009
H -3.7355 -0.6710 0.2065
O -3.1140 -0.9237 0.9098
```

Values from the calculation:
E_LUMO: -2.66 eV
E_tot: -11427.5412 eV
Max |F|: 0.03217 Eh/bohr
Charge: +1
Spin multiplicity: 1
Energy relative to the best compared isomer or geometry (same formula, charge and spin): 1.933 eV

Formula: C4H10N3O
Source: the OMol25 dataset
Level of theory: the ωB97M-V functional and the def2-TZVPD basis

The geometry in XYZ format:
```
18
Properties=species:S:1:pos:R:3
C -1.9716 0.2477 -0.4662
C 0.1931 -0.5138 0.2707
C -0.3460 1.9285 0.2213
C 2.3498 -1.5470 0.0904
N -2.0699 -1.1327 -0.0369
N -1.0129 -1.5855 0.3106
N -0.5021 0.5810 -0.4473
O 1.2424 -0.8163 -0.5005
H -2.4028 0.1226 -1.4284
H -2.7591 0.7772 0.0338
H 0.4493 -0.2163 1.3417
H -0.7081 1.8855 1.2076
H 0.6892 2.3856 0.2816
H -0.8349 2.6895 -0.1735
H 3.2903 -1.2138 -0.3522
H 2.2725 -2.7436 -0.1892
H 2.3691 -1.3557 1.2403
H -0.2485 0.5072 -1.4040
```

Values from the calculation:
E_LUMO: -3.35 eV
E_tot: -10817.5667 eV
Max |F|: 0.09463 Eh/bohr
Charge: +1
Spin multiplicity: 1
Energy relative to the best compared isomer or geometry (same formula, charge and spin): 3.837 eV

Looking at orbital gap for the records above, in order, we have 10.77, 10.42 eV.